Density functional theory data (ωB97M-V/def2-TZVPD) for a 11-piece molecular cluster, C54H124N6O11 overall.

Geometry as XYZ:
```
195
Properties=species:S:1:pos:R:3:forces:R:3:lowdin_charge:R:1
C 16.7743 -19.7573 -16.1015 -0.310 0.337 -0.412 -0.03
C 15.8516 -18.5210 -16.3446 -0.124 0.326 2.078 -0.43
C 15.3075 -18.0376 -14.9052 1.301 0.243 0.096 -0.04
C 16.7341 -17.3724 -16.9736 0.252 -0.846 -0.869 -0.10
C 16.7097 -17.3300 -18.5444 0.422 0.211 1.347 -0.18
C 15.3380 -17.5744 -19.0295 -1.370 0.476 -1.035 -0.20
C 14.6514 -18.8759 -18.6000 1.322 0.240 -1.513 -0.47
C 13.2246 -18.7974 -19.1552 -0.018 0.104 1.483 -0.05
C 15.3593 -20.0693 -19.4410 -1.130 0.026 2.483 -0.01
N 14.6306 -18.8403 -17.1086 0.838 1.158 -2.555 -0.13
O 13.9837 -19.9685 -16.6428 -0.300 -0.717 0.864 -0.01
H 16.9458 -20.2320 -17.0676 -0.021 -0.271 0.036 0.07
H 17.7580 -19.4623 -15.7360 -0.121 0.178 0.160 0.08
H 16.3556 -20.4732 -15.3943 -0.144 -0.005 -0.226 0.08
H 16.0971 -17.5500 -14.3335 0.787 -0.204 -0.195 0.07
H 14.5843 -17.2270 -14.8155 -0.575 -0.247 -1.016 0.07
H 15.0160 -18.8289 -14.2145 -0.283 -0.375 -0.485 0.07
H 16.5926 -16.4095 -16.4829 -0.684 0.077 -0.347 0.11
H 17.7763 -17.5934 -16.7428 -0.033 -0.175 0.362 0.10
H 17.0404 -16.3486 -18.8844 0.123 0.035 0.038 0.11
H 17.4088 -18.0527 -18.9654 0.082 -0.142 0.160 0.10
H 15.2622 -17.5134 -20.1151 0.401 -0.369 -0.316 0.12
H 14.7232 -16.7081 -18.7851 -0.296 0.011 0.680 0.12
H 13.1803 -18.6204 -20.2299 0.134 -0.104 0.122 0.09
H 12.7949 -17.9566 -18.6106 -0.447 0.142 -0.264 0.08
H 12.6629 -19.6843 -18.8621 -0.055 -0.081 -0.301 0.08
H 14.9685 -20.9853 -18.9978 -0.031 -0.263 0.061 0.07
H 16.4361 -20.1349 -19.2853 0.009 0.304 -0.602 0.06
H 14.9656 -20.0842 -20.4573 0.614 0.395 -0.069 0.07
H 13.2477 -19.5512 -16.1892 -0.344 -0.461 0.234 0.11
C 18.1579 -12.9545 -28.1266 0.188 -0.379 -0.880 -0.03
C 19.3439 -13.9490 -28.0715 -0.640 -1.125 -0.661 -0.51
C 20.3134 -13.7675 -29.2445 0.291 0.374 -0.308 -0.03
C 20.0053 -13.6596 -26.7643 2.241 0.248 1.213 -0.16
C 20.9616 -14.7477 -26.2553 -1.049 -1.006 -1.479 -0.16
C 20.1764 -16.0788 -26.2159 0.571 0.910 0.771 -0.13
C 19.5205 -16.5176 -27.5344 2.595 2.163 -1.199 -0.51
C 20.6471 -17.0139 -28.5158 -0.505 -0.249 -0.264 -0.01
C 18.5622 -17.5593 -27.2488 -2.892 -2.417 0.047 -0.07
N 18.7979 -15.3370 -28.0896 -0.281 1.035 2.089 -0.11
O 18.1925 -15.5431 -29.3199 0.032 -0.811 -1.009 -0.02
H 17.3735 -13.3196 -27.4636 0.126 0.328 0.306 0.09
H 18.5199 -11.9530 -27.8943 -0.142 -0.046 0.392 0.09
H 17.7091 -12.8511 -29.1145 0.083 -0.235 -0.245 0.08
H 21.2422 -14.3288 -29.1419 0.017 0.080 0.389 0.07
H 19.9220 -14.1056 -30.2039 -0.414 0.102 0.174 0.08
H 20.5755 -12.7142 -29.3443 0.059 0.098 -0.050 0.09
H 20.7044 -12.8562 -26.9964 -0.356 0.707 0.232 0.12
H 19.3580 -13.3318 -25.9509 -0.378 -0.074 -0.252 0.12
H 21.7205 -14.8315 -27.0332 0.446 -0.090 0.239 0.09
H 21.4420 -14.5316 -25.3010 -0.171 0.127 -0.066 0.11
H 19.4198 -15.9221 -25.4470 -0.361 -0.259 -0.011 0.12
H 20.8470 -16.8498 -25.8363 -0.135 -0.359 -0.206 0.12
H 20.2760 -17.0982 -29.5372 -0.397 0.018 0.005 0.08
H 20.9838 -18.0185 -28.2597 0.065 0.009 0.271 0.08
H 21.5225 -16.3732 -28.6225 -0.086 0.112 0.516 0.06
H 18.0132 -17.9101 -28.1227 0.270 0.112 -0.500 0.09
H 17.7306 -17.2535 -26.6139 0.211 0.572 0.303 0.09
H 18.8944 -18.4908 -26.7905 0.799 0.204 0.054 0.09
H 17.3061 -15.1886 -29.2193 -0.189 -0.153 0.122 0.10
C 17.1852 -23.7215 -33.4138 -0.940 0.043 0.371 -0.03
C 17.4304 -25.1661 -32.8206 -1.261 0.888 0.804 -0.50
C 18.8680 -25.2570 -32.4594 1.472 -0.330 -0.961 -0.06
C 16.6353 -25.3124 -31.4660 -0.462 -0.698 0.184 -0.11
C 16.3792 -26.7690 -30.8990 0.228 1.062 -1.575 -0.17
C 15.9070 -27.6506 -32.0592 0.781 0.230 0.925 -0.15
C 16.7804 -27.5959 -33.3695 -1.259 1.080 -0.093 -0.44
C 18.1100 -28.4193 -33.2144 -0.630 -0.521 -0.165 -0.02
C 15.7824 -28.1147 -34.4338 1.006 -0.519 -0.956 -0.05
N 16.9615 -26.1625 -33.8047 -1.578 0.078 1.700 -0.12
O 17.6205 -26.0960 -35.0499 0.305 -0.241 0.998 -0.01
H 17.6734 -23.4540 -34.3509 0.396 -0.585 0.083 0.08
H 16.1332 -23.5031 -33.5976 -0.344 -0.718 -0.187 0.07
H 17.3797 -22.9039 -32.7197 0.718 -0.302 0.449 0.08
H 19.1918 -26.2300 -32.0900 -0.171 0.044 0.091 0.07
H 19.3360 -25.0935 -33.4301 0.917 0.064 0.174 0.09
H 19.2013 -24.4994 -31.7500 -0.141 0.094 -0.170 0.09
H 17.1901 -24.7857 -30.6896 0.059 0.311 -0.181 0.11
H 15.6727 -24.8086 -31.5531 -0.143 -0.066 -0.122 0.11
H 17.2552 -27.1675 -30.3871 0.103 0.028 -0.071 0.10
H 15.5394 -26.7575 -30.2043 0.260 0.267 0.320 0.10
H 14.8555 -27.3873 -32.1732 0.108 0.268 -0.960 0.11
H 15.8252 -28.6501 -31.6322 0.386 -0.491 -0.548 0.11
H 18.7879 -28.1854 -32.3934 -0.498 0.416 0.208 0.07
H 18.7646 -28.4664 -34.0846 -0.222 0.310 -0.413 0.08
H 17.8363 -29.4631 -33.0606 -0.159 -0.099 0.021 0.08
H 15.5540 -29.1589 -34.2204 -0.438 0.056 -0.104 0.08
H 16.1426 -28.0384 -35.4597 0.818 -0.474 0.040 0.07
H 14.9235 -27.4619 -34.5900 -0.266 -0.140 1.130 0.09
H 18.3608 -26.6579 -34.8091 0.955 -0.057 -0.994 0.07
C 8.1988 -16.0403 -28.1244 -0.769 -0.178 0.208 -0.03
C 8.6109 -16.5486 -26.7381 -1.396 -1.618 0.256 -0.51
C 9.6821 -17.6035 -26.9462 0.121 0.017 0.055 -0.06
C 9.2028 -15.4576 -25.8414 -1.410 0.366 0.003 -0.12
C 8.1405 -14.4916 -25.2364 -1.160 -1.272 -0.169 -0.15
C 7.0404 -15.2659 -24.4250 2.166 0.733 -0.467 -0.15
C 6.4938 -16.5126 -25.1012 -1.592 0.035 -0.718 -0.49
C 5.9537 -17.3788 -23.9596 -0.403 -0.598 -0.558 -0.06
C 5.1995 -16.1375 -25.9342 0.554 0.088 -0.951 -0.03
N 7.5410 -17.2549 -25.8936 -0.167 2.128 1.712 -0.09
O 6.9272 -18.4189 -26.3741 0.502 -0.021 -0.910 -0.02
H 7.8051 -16.8064 -28.7924 -0.209 -0.394 0.393 0.08
H 7.3985 -15.3139 -27.9837 0.250 0.374 -0.410 0.07
H 9.0548 -15.6742 -28.6913 0.026 0.554 0.331 0.08
H 10.0866 -17.9966 -26.0135 0.036 0.277 0.181 0.08
H 9.2865 -18.4752 -27.4675 0.125 0.233 -0.456 0.08
H 10.4628 -17.0733 -27.4917 0.319 -0.583 -0.221 0.09
H 9.6959 -16.0824 -25.0967 0.469 0.823 0.388 0.12
H 9.8446 -14.8657 -26.4939 0.588 -0.177 0.362 0.12
H 8.5253 -13.6966 -24.5977 0.384 -0.148 -0.105 0.10
H 7.5797 -14.0057 -26.0349 0.325 0.215 -0.366 0.10
H 6.2667 -14.5427 -24.1668 -0.224 -0.309 0.019 0.12
H 7.5460 -15.5598 -23.5052 -0.163 -0.167 0.248 0.11
H 6.7722 -17.7683 -23.3542 -0.209 -0.038 0.202 0.09
H 5.3121 -18.1679 -24.3517 0.527 -0.502 -0.158 0.07
H 5.2003 -16.8393 -23.3857 0.519 0.524 0.366 0.09
H 4.5875 -16.9472 -26.3318 0.416 -0.666 0.414 0.07
H 5.4723 -15.6308 -26.8600 0.158 0.471 0.072 0.06
H 4.4754 -15.5161 -25.4074 0.366 0.197 0.343 0.08
H 7.4274 -19.0923 -25.9074 -0.148 -0.364 -0.061 0.10
C 33.7567 -16.7882 -26.3901 0.101 -0.342 -0.382 -0.01
C 33.0034 -17.1238 -27.7134 0.781 0.402 0.025 -0.52
C 33.9428 -17.4550 -28.8884 0.413 -0.656 0.115 -0.04
C 32.1054 -18.3335 -27.5110 -0.628 -0.514 0.610 -0.13
C 30.7824 -18.0612 -26.7256 0.784 -0.205 -0.038 -0.17
C 30.0138 -16.9044 -27.3142 0.301 -0.710 -1.078 -0.17
C 30.9209 -15.6777 -27.5467 -1.710 2.329 1.268 -0.41
C 30.0060 -14.7160 -28.4420 1.452 0.404 0.777 -0.04
C 31.0417 -14.9621 -26.0785 1.406 -0.532 -1.165 -0.02
N 32.2148 -16.0014 -28.2018 -1.438 0.408 0.057 -0.10
O 33.0460 -14.8735 -28.4714 -0.984 -0.437 -0.463 -0.01
H 33.2625 -17.2537 -25.5373 0.030 0.057 0.033 0.08
H 34.7784 -17.1642 -26.4450 0.015 -0.060 0.106 0.08
H 33.8227 -15.7187 -26.1905 0.006 -0.004 -0.020 0.06
H 34.7594 -16.7618 -29.0906 -0.498 0.502 0.009 0.08
H 34.4855 -18.3912 -28.7572 -0.206 -0.346 0.436 0.08
H 33.2942 -17.6086 -29.7508 0.260 0.332 -0.196 0.09
H 31.9405 -18.8357 -28.4643 -0.674 0.464 -0.325 0.11
H 32.6976 -19.1155 -27.0357 0.135 0.154 0.581 0.12
H 30.2115 -18.9833 -26.6166 -0.189 -0.003 -0.411 0.11
H 30.9215 -17.7570 -25.6882 0.804 -0.176 0.183 0.10
H 29.1568 -16.6901 -26.6757 0.216 0.537 0.150 0.12
H 29.5452 -17.1647 -28.2633 0.212 -0.230 -0.300 0.11
H 30.4096 -13.7103 -28.5591 0.687 -0.060 -0.017 0.07
H 29.1016 -14.4705 -27.8854 -0.351 -0.705 -0.161 0.07
H 29.8422 -15.0719 -29.4592 -0.219 -0.385 0.252 0.08
H 30.1289 -14.6749 -25.5565 -0.246 -0.220 -0.511 0.08
H 31.6759 -14.0772 -26.1325 -0.141 0.318 -0.274 0.06
H 31.6227 -15.6041 -25.4165 -0.290 -0.265 0.110 0.05
H 33.4559 -14.5560 -27.6635 -0.026 -0.056 0.628 0.07
C 22.6933 -25.4565 -23.9486 -0.884 0.377 -0.973 -0.05
C 23.0298 -25.2917 -22.4588 0.062 -1.043 -0.090 -0.53
C 22.9388 -23.8610 -22.0318 -0.014 1.614 -0.268 -0.04
C 21.9458 -26.1223 -21.7488 -1.826 0.475 0.511 -0.14
C 22.2219 -26.6346 -20.3215 0.716 0.677 -1.965 -0.17
C 23.6056 -27.2789 -20.3219 -0.486 0.771 0.471 -0.13
C 24.7616 -26.3507 -20.8461 -1.504 -0.321 -0.950 -0.49
C 25.0120 -25.2953 -19.8094 0.003 0.964 0.810 -0.05
C 26.0174 -27.1669 -21.0395 1.374 0.211 -0.429 -0.05
N 24.3485 -25.8487 -22.2072 -0.144 -1.482 0.693 -0.10
O 25.3430 -25.0604 -22.8578 -0.221 -0.396 0.439 -0.01
H 21.6817 -25.0990 -24.1407 -0.264 0.416 0.354 0.08
H 23.2619 -24.9165 -24.7057 0.581 0.148 0.432 0.08
H 22.5733 -26.4764 -24.3142 0.670 -0.348 0.496 0.08
H 22.0014 -23.4268 -22.3795 -0.194 -0.014 0.199 0.09
H 23.0460 -23.6724 -20.9636 -0.205 -0.378 0.105 0.08
H 23.7081 -23.2433 -22.4953 0.198 -0.181 -0.146 0.08
H 21.1067 -25.4330 -21.6552 -0.110 0.456 0.134 0.11
H 21.4374 -26.7994 -22.4352 0.819 -0.904 0.096 0.11
H 22.1873 -25.7431 -19.6954 0.095 -0.183 0.382 0.10
H 21.5020 -27.3647 -19.9517 -0.190 0.181 -0.198 0.11
H 23.5126 -28.2181 -20.8672 0.437 -0.067 0.042 0.12
H 23.6716 -27.4259 -19.2438 1.235 -0.683 0.017 0.12
H 24.1586 -24.9206 -19.2443 -0.523 -0.278 -0.310 0.07
H 25.4258 -24.3875 -20.2483 0.620 -0.218 0.056 0.09
H 25.6282 -25.7398 -19.0279 0.483 0.320 -0.096 0.09
H 26.0707 -27.6998 -21.9889 -0.802 -0.803 0.322 0.09
H 26.2618 -27.7420 -20.1464 -0.319 -0.471 -0.221 0.09
H 26.9246 -26.5843 -21.1994 -0.123 0.865 0.386 0.08
H 25.4826 -25.6466 -23.6050 0.515 0.296 -0.300 0.10
O 12.3825 -7.1272 -28.2223 0.097 0.110 0.157 -0.05
H 12.7750 -7.4360 -29.0389 0.144 -0.055 -0.193 0.03
H 11.4763 -7.4331 -28.2610 -0.243 -0.054 0.036 0.03
O 21.4692 -5.1625 -25.9264 -0.032 -0.023 0.247 -0.05
H 20.8909 -5.1417 -26.6888 -0.205 -0.005 -0.215 0.03
H 22.3497 -5.0704 -26.2905 0.225 0.023 -0.059 0.03
O 16.9269 -10.7664 -35.4791 0.153 0.154 -0.015 -0.05
H 16.6848 -11.5000 -36.0442 -0.012 -0.179 -0.181 0.03
H 16.2868 -10.7899 -34.7678 -0.140 0.029 0.198 0.03
O 19.9824 -5.5906 -30.4521 0.012 0.030 0.258 -0.06
H 20.7211 -5.8984 -30.9774 0.210 -0.093 -0.108 0.03
H 19.2937 -5.4069 -31.0910 -0.209 0.064 -0.126 0.03
O 19.6480 -16.1367 -35.6663 0.197 0.049 -0.070 -0.05
H 19.2551 -16.0980 -34.7943 -0.048 0.018 0.260 0.03
H 18.9231 -16.3707 -36.2459 -0.148 -0.072 -0.185 0.03
```
Positions in Å, forces in eV/Å.

**Highest occupied orbital energy**: -8.139 eV
**HOMO-LUMO gap**: 8.49 eV
**Multiplicity**: 1
**Total energy**: -3287.601353 hartree
**E_LUMO**: 0.3480 eV
**ΔE to the lowest compared entry with this formula, charge and spin**: 5.079 eV
**Structure (SMILES)**: CC1(C)CCCC(C)(C)N1O.CC1(C)CCCC(C)(C)N1O.CC1(C)CCCC(C)(C)N1O.CC1(C)CCCC(C)(C)N1O.CC1(C)CCCC(C)(C)N1O.CC1(C)CCCC(C)(C)N1O.O.O.O.O.O